Density functional theory data (ωB97M-V/def2-TZVPD) for C38H33GdN6O3S5 as an isolated structure at a distorted geometry.

Cartesian coordinates (Å):
Gd -0.07224 -0.47660 0.58459
S -0.94255 -0.50709 -2.51307
S 0.23400 2.25788 1.85745
S 2.59224 0.02599 2.30787
S -2.76271 -1.59627 1.62438
S -0.19846 -3.40733 1.10092
O -1.79680 -1.06128 -3.52102
O 1.82446 0.33175 -0.78042
O -0.14310 -1.50384 -1.78978
N 2.33119 -1.76351 -0.06259
N -2.64048 1.43443 0.96700
N -1.52986 0.31162 -1.19422
N 4.16190 -2.24679 -1.29518
N -0.16236 -0.82242 3.43828
N 3.14509 -3.97778 -0.01895
C -1.39495 -1.14220 3.87792
C 3.21898 -2.69468 -0.43263
C 5.21020 -3.11202 -1.83002
C -2.01650 -0.49126 4.96092
C 4.44530 3.13119 0.52186
C 2.58836 -0.67515 -0.80681
C 2.06533 0.82151 -4.90760
C -2.53232 1.24211 -1.42551
C 2.28613 2.12263 -4.49380
C -4.83543 3.26371 0.76932
C -1.37260 0.51797 5.65810
C -2.89313 -3.01141 0.60340
C -2.96406 -4.86860 -1.45076
C -4.10296 -4.18918 -1.07616
C -4.20078 2.78163 -0.37876
C 3.40652 4.00323 0.25611
C 0.37659 1.96270 -3.01810
C 1.01794 0.08173 -4.35348
C -3.13353 1.79120 -0.24262
C 1.88062 2.55507 1.46574
C 1.96330 0.39942 3.95292
C 0.21933 0.62320 -3.35510
C -0.07429 0.76317 5.25421
C -2.19220 -2.22877 3.21992
C 2.14827 3.71692 0.74793
C 3.86044 -0.83644 -1.66271
C -2.98234 1.68744 -2.69233
C -3.97360 2.67186 -2.80546
C 0.52329 0.08907 4.17571
C 4.24203 1.98549 1.29283
C -1.74759 -4.61409 -0.80942
C -3.25153 1.95662 2.04156
C -4.38181 2.79631 1.98512
C -4.56811 3.20307 -1.67651
C 2.97275 1.67033 1.73081
C -1.68693 -3.73061 0.26606
C -4.05925 -3.21056 -0.09742
C 1.42520 2.69766 -3.56348
H -5.69148 3.93789 0.68223
H -3.05568 -0.76122 5.22644
H 5.45048 3.33514 0.15038
H 5.77728 -3.52434 -0.99441
H 5.89733 -2.56641 -2.48113
H 2.10842 1.46496 4.20487
H 3.65991 -0.72031 -2.73329
H -1.81869 1.13689 6.45190
H -4.86945 3.06912 2.93459
H -4.94125 -2.58410 0.12096
H 3.16092 2.69189 -4.86086
H 3.60525 4.94542 -0.27580
H 4.65738 -0.13082 -1.37042
H 1.58082 3.72374 -3.22677
H -5.04742 -4.42680 -1.59023
H 0.52780 1.48256 5.81052
H 2.38012 -4.21518 0.59937
H -3.00132 -5.60902 -2.23794
H -1.65255 -3.16799 3.12021
H 5.06862 1.32805 1.61580
H -2.54746 1.22700 -3.57783
H -0.29258 2.43770 -2.29323
H -0.83299 -5.11227 -1.13412
H 0.82261 -0.93778 -4.71999
H 2.70038 0.36318 -5.66190
H -5.37867 3.94870 -1.77082
H 2.53896 -0.21178 4.67601
H -3.10157 -2.34787 3.84626
H -4.26125 3.00667 -3.80830
H 3.74811 -4.70892 -0.36675
H 1.33579 4.43983 0.63821
H 4.77316 -3.94875 -2.39310
H -2.82796 1.70572 3.01212

Force components x, y, z for each atom (eV/Å):
-0.140 -0.091 0.510
0.656 0.547 1.764
-0.662 -0.812 0.005
0.405 0.578 0.244
-0.117 0.238 -0.046
0.534 0.137 -0.187
-0.431 0.405 0.039
1.548 -1.409 -0.121
0.518 0.077 -0.173
0.295 -0.188 -0.465
-0.792 0.665 0.978
0.032 -0.650 -2.408
0.191 0.098 -0.238
0.323 0.615 0.733
0.300 0.920 -0.092
-0.092 0.435 0.888
-0.008 -0.370 -0.300
-0.346 0.028 0.148
-0.934 -0.193 -0.002
1.009 -0.347 0.095
-1.072 1.754 -0.105
-0.275 -0.388 -0.048
-0.688 0.650 -0.546
0.548 0.532 0.179
0.054 -0.493 0.834
0.493 0.089 -0.479
1.541 -0.303 -0.440
0.738 -0.043 0.376
-1.024 -0.262 -0.687
1.132 -0.993 -0.860
0.133 0.419 0.016
-0.159 0.123 0.611
0.109 -0.671 -0.353
-0.808 1.268 -0.162
0.753 -0.409 -0.285
0.234 -0.038 0.416
-0.233 -0.096 -0.109
0.592 0.104 0.330
-0.951 0.239 0.656
-0.009 0.906 0.132
-0.233 -0.829 0.611
0.687 -0.694 1.200
-0.276 0.259 0.400
-1.618 -0.219 0.380
0.516 -0.230 0.108
-0.326 -0.354 -0.036
0.468 -0.551 -1.021
-0.252 0.374 0.331
-0.559 0.333 -0.705
-1.407 0.141 -0.386
-0.772 0.514 -0.047
-0.787 0.187 0.138
-0.060 0.127 0.026
0.329 -0.170 0.059
0.750 0.069 -0.246
-0.231 0.055 0.144
0.177 -0.015 -0.059
-0.276 0.036 0.165
0.180 -0.556 -0.310
-0.121 -0.064 0.186
0.079 -0.632 -0.411
0.322 0.002 -0.589
0.515 -0.479 -0.074
-0.696 -0.369 0.134
-0.185 -0.558 0.148
-0.345 -0.309 0.054
-0.069 -0.278 -0.149
0.479 0.303 0.287
-0.125 -0.060 -0.274
-0.227 0.034 -0.155
-0.031 0.031 -0.082
0.037 0.178 -0.123
-0.385 0.388 -0.538
-0.217 0.291 0.115
0.340 -0.282 -0.157
-0.265 0.124 0.129
0.158 0.460 0.340
-0.107 0.080 0.094
0.555 -0.436 0.029
-0.154 0.319 -0.303
0.568 -0.281 -0.426
0.011 -0.110 0.467
-0.130 0.346 0.071
0.205 -0.342 -0.202
0.111 0.219 -0.036
-0.030 -0.125 -0.135

Calculated values
ΔE to the lowest compared entry with this formula, charge and spin = 0.0 kcal per mole
Charge = 0
Spin multiplicity = 8
HOMO level (alpha / beta) = -6.953 / -6.507 eV
⟨S²⟩ = 16.07

Atom charges from the Löwdin analysis, given in e for atoms 1 to 5:
1 Gd 1.283
2 S 0.623
3 S 0.624
4 S 0.929
5 S 0.915